Formula: C42H77BrN2O16S
Source: the OMol25 dataset
Level of theory: ωB97M-V with the def2-TZVPD basis set

Positions of all 139 atoms, in Å:
H 0.284 -0.916 2.755
H -0.109 -1.205 4.851
H 4.744 -0.257 -4.974
C -6.779 7.753 -1.530
H 2.437 -9.001 0.055
H -5.696 10.848 -4.148
C 3.473 -7.810 1.485
H -5.478 -1.431 2.985
C -2.513 -2.783 1.810
O -1.320 -1.277 -0.170
H 7.041 -2.474 -12.802
C 6.556 -1.958 -11.978
H -4.664 9.430 -3.892
C 3.568 1.349 -5.729
H -4.063 -0.490 2.707
C -0.836 5.870 2.647
H 3.603 2.141 3.796
C 2.419 0.278 1.216
C 1.602 0.854 -4.371
C -2.675 7.221 0.236
C 2.236 -8.545 1.023
H 0.035 1.296 0.933
H -5.332 10.288 -2.512
O 1.687 0.371 0.052
H 3.753 -10.861 1.164
C -3.832 -2.717 2.629
H 0.685 1.427 -4.243
H -3.009 5.968 2.593
H -0.157 0.660 -0.678
H -7.429 9.837 -1.277
H 2.797 -1.819 0.976
H -1.908 -3.420 4.329
C -5.543 9.963 -3.531
C -6.999 9.010 -0.717
H -3.858 0.169 5.953
C -1.270 -4.934 0.685
H 1.363 -0.260 -2.544
H 7.682 -1.271 -9.631
H -7.685 8.771 0.092
H -2.591 -4.810 2.337
C 3.937 0.046 3.573
Br -0.024 -5.676 2.048
H -2.138 -0.042 3.556
C 2.956 -0.953 1.602
H -0.803 4.856 3.037
C 6.729 -1.473 -9.138
O 6.142 -2.673 -9.648
H -1.016 -3.627 -1.041
C -4.409 -1.401 3.170
H 4.119 -2.032 3.041
C -1.197 -2.366 2.538
H -0.014 6.439 3.083
H -0.789 -1.465 7.061
H -0.178 -2.991 6.463
H 0.524 -1.594 0.645
H -1.909 1.253 5.104
O 2.516 1.759 -4.998
C -4.280 -1.273 4.691
H -1.634 2.795 2.647
H 4.855 -0.524 -8.695
O -0.694 2.585 2.655
C -0.907 1.596 4.876
O -2.710 9.433 1.089
H -2.933 6.228 0.595
H 4.716 -9.688 3.823
C 6.138 -2.993 -10.958
H -0.432 -2.966 2.050
C 0.283 0.452 0.293
H -3.463 7.534 -0.443
H 4.211 -11.791 2.596
O 4.347 -8.427 2.307
H -3.776 -3.432 3.442
C 2.664 1.401 2.001
C -2.556 8.264 1.322
H -3.358 -4.502 0.832
H 0.146 -4.918 -0.887
H 1.435 -7.819 0.917
C 4.066 -9.672 2.950
C 3.712 -1.071 2.769
H -6.046 9.323 -0.292
H 0.060 3.402 5.136
H 3.040 -9.691 3.322
H -1.170 3.125 6.193
H 3.145 -0.796 -5.516
O -3.547 -0.613 0.599
C -0.427 -4.186 -0.324
N -0.874 3.028 5.232
H 7.250 -1.211 -11.602
H 5.415 -10.818 1.732
C -0.974 -2.245 6.330
C -1.478 0.261 2.760
H -0.178 1.063 5.492
H -2.281 6.558 4.069
C -2.157 6.524 2.988
H 5.518 -0.057 -10.248
O 4.207 2.165 -6.334
C 5.781 -0.295 -9.217
H 3.032 -0.186 -3.116
H -6.931 8.741 -4.617
S -2.747 -1.768 0.316
H -1.907 -2.759 6.537
O -4.082 0.092 5.023
H -4.577 -3.138 1.957
N -0.983 -1.698 4.981
H -0.203 -3.432 4.115
C 4.376 -10.857 2.059
H -5.219 -1.597 5.147
O 3.732 -6.706 1.096
H 0.478 1.078 3.336
H -1.633 -5.826 0.192
H 1.362 0.026 -5.041
C -0.568 1.366 3.369
H 4.525 -0.044 4.471
C -1.084 -2.789 4.007
H 4.360 -0.358 -6.696
C 2.103 0.379 -3.024
O -6.725 6.674 -1.010
O -6.566 7.850 -2.856
O -3.242 -2.622 -0.723
C -0.674 -0.943 2.236
H 2.265 2.366 1.725
C -2.460 -4.282 1.397
H 6.229 0.589 -8.764
H 5.663 -1.459 -12.352
C 3.407 1.279 3.177
H 6.957 -1.694 -8.097
C -6.759 9.061 -3.591
H 1.887 -9.310 1.713
H 2.305 1.227 -2.372
C -0.288 -0.884 0.774
H -2.050 0.745 1.975
O -2.213 7.892 2.567
H -1.734 7.169 -0.311
H -0.669 5.834 1.570
H 0.314 -3.543 0.134
H -7.668 9.568 -3.264
H -3.503 -1.921 5.093
C 3.963 -0.110 -5.718
O 5.748 -4.078 -11.285

Calculated values
orbital gap = 9.62 eV
calculated total energy = -5932.0398 hartree
spin multiplicity = 1
charge = 0
F_max = 1.3 eV Å⁻¹


Formula: C42H77NO14
Source: the OMol25 dataset
Level of theory: ωB97M-V with the def2-TZVPD basis set

Positions of all 134 atoms, in Å:
H -18.211 -22.982 -18.630
H -25.449 -18.661 -18.818
H -27.422 -24.362 -20.261
H -26.988 -22.420 -25.105
H -23.759 -29.241 -21.774
H -22.463 -19.142 -26.471
H -23.339 -24.090 -14.792
O -24.890 -26.575 -21.124
H -23.500 -17.692 -21.409
C -21.984 -27.432 -17.764
H -23.134 -17.913 -25.421
C -21.748 -28.817 -22.458
C -18.368 -22.622 -17.609
C -24.246 -19.772 -25.462
H -26.832 -26.924 -19.249
H -24.430 -24.151 -24.798
H -30.744 -23.810 -21.244
C -26.322 -27.914 -22.430
O -24.508 -22.733 -16.620
O -14.359 -26.103 -23.646
H -29.968 -22.484 -22.162
H -22.790 -25.463 -17.749
C -15.945 -24.937 -21.745
C -22.876 -26.370 -18.356
H -20.549 -20.157 -23.716
H -22.463 -26.146 -19.345
H -26.106 -18.931 -21.524
C -29.797 -23.358 -21.531
H -25.333 -20.433 -18.711
H -22.438 -22.848 -18.493
C -26.559 -24.568 -24.952
C -23.916 -22.241 -15.692
H -18.798 -20.059 -23.834
H -27.228 -22.934 -19.216
O -29.508 -22.145 -19.529
H -21.849 -23.525 -22.604
H -23.190 -27.701 -23.577
H -27.415 -27.841 -22.512
H -23.085 -22.478 -22.031
H -24.315 -23.017 -13.713
C -20.492 -27.191 -17.863
H -24.994 -25.480 -23.778
H -26.969 -22.786 -20.931
C -26.951 -23.324 -25.717
O -22.420 -28.433 -17.272
H -19.947 -19.927 -17.730
H -18.485 -21.407 -21.855
C -20.490 -18.095 -21.089
H -23.714 -18.957 -20.138
H -15.280 -24.241 -22.238
H -21.141 -20.921 -18.534
H -20.205 -18.132 -20.029
H -23.902 -26.698 -18.459
C -23.660 -20.506 -24.297
O -27.281 -25.526 -24.887
O -20.482 -22.449 -16.622
H -27.942 -23.477 -26.147
C -29.026 -22.874 -20.318
H -22.634 -28.507 -20.615
H -22.619 -22.690 -14.022
O -21.135 -24.176 -20.237
O -14.200 -27.855 -22.421
O -21.795 -20.023 -21.613
H -22.491 -30.207 -20.937
C -25.872 -27.258 -21.157
H -17.629 -21.809 -17.523
H -20.248 -26.152 -18.066
H -26.260 -23.117 -26.538
O -19.961 -22.986 -24.279
C -26.550 -27.756 -19.897
H -18.567 -24.995 -19.619
H -19.727 -18.474 -21.755
H -25.438 -23.791 -23.388
C -19.619 -22.054 -23.612
C -19.160 -22.194 -22.180
H -18.091 -27.507 -19.779
H -27.464 -28.294 -20.137
H -23.000 -20.506 -14.798
C -22.675 -23.482 -21.889
C -23.553 -20.785 -15.692
H -26.066 -28.972 -22.434
C -20.077 -20.852 -18.302
H -21.934 -26.712 -22.804
C -17.764 -25.392 -20.236
C -27.082 -19.622 -19.801
H -19.492 -20.743 -19.215
H -29.218 -24.089 -22.093
H -23.390 -24.278 -22.108
H -20.782 -17.076 -21.346
H -23.618 -19.884 -23.401
H -17.137 -23.438 -20.724
H -24.459 -20.173 -15.705
C -22.998 -22.964 -19.420
N -14.692 -26.798 -22.713
C -22.733 -29.265 -21.413
H -25.837 -28.385 -19.365
O -28.243 -19.450 -19.553
H -25.825 -20.638 -21.226
H -20.011 -27.604 -16.978
H -19.735 -20.578 -25.222
C -19.712 -22.039 -17.448
O -25.317 -20.047 -25.892
C -22.168 -23.634 -20.479
C -25.262 -24.514 -24.194
H -21.524 -27.689 -24.222
H -23.962 -18.320 -26.944
H -20.052 -22.123 -21.548
H -22.969 -20.539 -16.578
C -15.769 -26.308 -21.863
C -27.593 -23.290 -20.185
H -18.083 -23.372 -16.883
C -23.401 -18.724 -26.101
H -26.484 -19.579 -17.730
H -27.429 -20.029 -21.875
C -17.559 -26.771 -20.364
C -16.924 -24.485 -20.881
O -20.703 -29.389 -22.622
C -23.030 -18.263 -20.607
H -20.136 -27.791 -18.711
C -26.593 -19.866 -21.204
C -26.025 -19.587 -18.718
C -23.540 -23.070 -14.477
H -22.669 -20.920 -24.488
C -19.667 -20.649 -24.137
H -18.749 -23.193 -22.065
H -22.726 -17.524 -19.853
H -23.860 -23.599 -19.234
C -21.760 -18.927 -21.124
H -23.310 -21.983 -19.782
H -25.954 -27.388 -23.306
H -24.309 -21.356 -24.065
C -22.131 -27.654 -23.322
H -16.338 -28.277 -21.262
C -16.519 -27.216 -21.170

Calculated values
orbital gap = 9.27 eV
calculated total energy = -2754.5261 hartree
spin multiplicity = 1
charge = 0
F_max = 2.6 eV Å⁻¹


Formula: C42H78B3N3O19S
Source: the OMol25 dataset
Level of theory: ωB97M-V with the def2-TZVPD basis set

Positions of all 146 atoms, in Å:
O 0.857 12.676 3.529
H -2.413 5.507 -1.512
H 2.988 -4.388 3.609
H -1.961 7.275 9.376
H 1.691 -13.812 3.383
H 3.652 -6.722 -6.029
H 5.348 -5.772 -0.325
H -0.682 2.774 -4.832
H -3.759 -5.711 -6.359
C 4.687 -8.364 0.911
C -3.242 11.787 3.250
O -2.526 -2.257 -5.886
H 0.369 1.295 -2.151
B -2.130 -1.858 -4.519
C -4.007 6.769 -3.111
C 3.425 -7.415 -3.808
C 0.174 -7.452 -4.785
H 1.385 -5.520 -4.864
C -0.730 -0.945 -4.364
O 0.774 -13.283 0.849
H 6.724 -7.022 -0.670
C -1.681 -5.454 -5.226
C 5.650 -6.684 -1.029
O -0.883 11.340 3.618
N 4.426 -7.224 1.890
C 4.916 -5.963 3.969
H -0.172 3.074 -2.462
H -3.092 11.617 2.178
C -0.949 6.922 1.029
H -0.750 -4.722 -5.364
H -4.466 9.548 -3.697
H -2.036 -5.272 -4.100
O -2.821 -2.210 -3.264
H -1.690 2.117 1.377
C -5.901 7.934 -3.900
H 0.003 2.181 1.986
H -3.158 12.866 3.415
H -2.201 0.725 -5.047
C 0.183 -9.849 1.203
C -1.214 -1.816 0.030
H 2.745 -13.939 1.090
H -6.260 7.974 -2.865
H 2.507 13.891 3.504
C 5.436 -7.219 3.052
H 0.369 -8.621 -4.912
H 2.856 -6.699 -3.046
C 3.598 -5.309 3.187
C 5.064 -7.311 -3.660
C 0.012 7.309 2.139
C -2.077 5.583 -2.551
H -1.342 -7.333 -6.600
H 5.714 -8.911 1.100
H 3.802 -9.149 1.069
C 1.717 -14.277 1.265
H -0.677 0.471 -6.154
O -0.424 3.489 0.439
H -1.560 9.084 11.095
C -0.638 2.245 1.102
H -2.029 6.594 11.012
H -4.646 -3.433 -2.558
H 1.098 -6.388 -6.577
H -1.984 6.874 1.388
H 2.145 -15.485 3.007
C -0.782 8.354 10.843
C -0.244 1.780 -4.338
C -1.376 7.075 10.279
H 0.450 -14.952 2.882
H 0.906 1.719 -4.550
O -3.179 5.747 -3.442
H 0.077 -1.505 -5.043
C 1.056 -12.013 1.231
S -2.190 1.601 -2.103
H -0.363 1.442 0.415
H -0.337 -0.913 -3.262
H -0.578 -9.263 0.681
H -0.228 8.301 2.531
H -2.110 -7.683 -4.844
C 1.471 13.921 3.854
O -4.956 6.872 -4.074
H -2.344 -4.749 -7.304
H 4.802 -8.864 -1.348
O -4.618 -3.238 -4.868
H 1.145 11.146 6.456
H -0.194 10.002 6.235
H -0.583 6.375 9.995
H 5.460 -6.960 -4.729
H 5.416 -5.646 4.989
C 3.328 -6.171 1.813
H -4.254 11.475 3.521
H -2.348 9.950 3.910
C -1.306 -7.040 -5.446
O 0.171 8.915 9.933
H 3.524 -7.550 -0.901
H -6.056 10.055 -4.299
N -3.271 -0.746 -0.599
H 1.044 7.311 1.772
H -0.437 11.528 7.160
H 3.140 -8.519 -3.454
H -0.462 -2.601 0.463
H 1.166 -9.445 0.941
H -6.764 7.698 -4.531
H -0.030 6.593 2.965
C -2.887 -4.930 -6.259
C -0.897 4.565 1.118
O -0.755 -0.609 -0.703
H 1.479 14.092 4.935
H -2.317 11.217 5.135
C 1.404 -6.559 -5.443
H 1.555 -15.155 0.630
B -3.372 -3.472 -5.673
C -5.305 9.261 -4.338
H 2.496 -6.000 0.998
H 2.751 -8.371 -5.839
N -2.733 -1.844 0.061
C -0.455 1.943 -2.721
O 0.675 10.038 8.114
O -1.501 4.528 2.178
C 0.259 10.715 6.930
O -3.899 7.484 -2.127
O -0.941 13.304 4.808
C 1.492 -14.658 2.718
H 6.699 -5.911 -2.903
C 5.580 -6.183 -2.588
H 0.955 14.736 3.337
C -1.047 0.524 -5.022
C -0.351 9.610 8.893
H -1.375 6.414 -2.672
O 2.028 -11.653 1.876
O -0.558 5.681 0.428
H -1.563 4.655 -2.814
H 0.005 -9.767 2.280
H 6.357 -7.939 3.239
O 0.054 -11.209 0.793
H -0.917 7.681 0.240
H -4.914 9.189 -5.358
C -2.030 0.020 -1.081
C 4.623 -7.909 -0.664
C -0.378 12.515 4.067
B -4.067 -2.966 -3.498
C -2.208 11.026 4.062
H 5.549 -8.388 -3.501
C 2.877 -7.288 -5.355
O -1.537 9.801 8.677
H 4.981 -5.165 -2.670
H 0.078 -7.284 -3.614
H -0.243 8.126 11.769

Calculated values
orbital gap = 7.96 eV
calculated total energy = -3713.3828 hartree
spin multiplicity = 1
charge = 0
F_max = 7.6 eV Å⁻¹